(1)
This record from OMol25 describes a 13-piece molecular cluster, C22H70N4O13 overall at a distorted geometry. The level of theory is ωB97M-V/def2-TZVPD.

Summary:
HOMO energy (eV): -8.0
LUMO (hartree): -0.0027
Energy relative to the best compared isomer or geometry (same formula, charge and spin) (kcal per mole): 0.0
2S+1: 1
Maximum force (eV Å⁻¹): 8.5
HOMO-LUMO gap (Eh): 0.293
Electronic energy (Eh): -2077.15920

Structure (XYZ):
```
109
Properties=species:S:1:pos:R:3:forces:R:3
O 4.21165 1.27433 1.69633 0.751 1.267 1.032
O -1.85634 2.45676 3.60310 -4.231 -5.093 -1.140
H -0.17122 -0.26380 6.33257 0.750 0.249 -0.820
H 1.01473 3.93056 -5.34263 -0.203 -0.026 -0.199
H -1.43361 -4.02995 2.53017 -0.305 0.575 -0.187
H -5.51271 -0.95785 -1.08866 -0.133 -0.026 -0.550
O 1.98843 -0.95730 4.78529 -0.774 -0.941 -0.242
C -2.78514 2.69281 -1.03410 0.002 1.650 0.163
H 1.08146 2.32859 1.81618 0.768 1.071 0.206
H 0.54049 1.17934 -0.08142 -0.549 0.000 -0.216
H -0.02625 -3.31890 0.97524 0.925 0.373 -0.102
H 2.51374 3.30425 1.33220 -0.451 0.199 -0.077
O 1.30160 -0.96221 -2.85670 0.929 -0.043 1.427
C -2.67311 1.39330 3.21567 4.281 5.701 1.784
O 1.19648 3.58470 -4.46996 0.470 -0.137 0.480
H 3.78424 -0.47205 0.90990 -1.013 -0.075 -0.337
H 3.49396 -3.23432 -2.37800 0.629 0.322 -0.320
H -3.11612 1.65326 -1.09207 0.576 -0.218 0.788
H -2.25135 -0.48767 -2.19475 -0.660 0.596 1.495
O -1.13195 -0.36743 -3.77201 0.757 0.107 -1.331
H 0.80390 -4.32197 -1.44713 0.465 0.259 -0.532
C 0.16660 0.37206 5.47089 -1.053 -0.686 -0.538
N -2.73589 1.13247 1.93100 -0.591 -0.846 -3.300
H 0.00716 4.41093 2.80452 -1.175 -0.755 0.115
N 3.92762 -3.55603 1.55742 3.400 -2.474 -3.017
C 1.42218 3.36528 1.46339 -0.617 -3.136 0.740
C -3.85742 -1.48510 0.24324 -0.140 -2.318 -0.693
C -3.92340 3.56496 -0.55868 -1.626 -1.425 -0.767
H -5.20316 -0.02020 0.36646 -0.823 0.853 0.112
H 1.83685 -5.17746 -2.61119 -0.187 0.495 -0.048
H 0.64467 -0.53364 -0.24866 0.403 -0.765 -0.600
H -0.96883 0.15813 -0.28264 -0.394 0.352 -1.146
H 4.19847 1.37941 -0.92010 -0.775 -0.189 0.571
H -3.94363 -0.17171 3.64009 0.324 0.384 -0.145
C 2.87138 -3.57882 -1.57520 -1.181 -0.430 0.363
O -0.11715 0.01019 1.45294 -0.026 -0.428 3.370
C 2.21143 -1.10310 -3.90581 -0.741 -1.521 -0.663
H -1.33896 -2.92974 -3.54819 0.537 -0.662 -0.561
H 1.60619 4.36848 3.37380 0.847 -1.016 1.392
C 0.75980 -0.40324 4.26025 1.601 1.901 2.234
H -3.11678 -0.89232 -0.33325 -0.252 0.035 0.402
H -0.79692 0.59663 1.82788 0.216 -0.167 -0.074
C 3.35934 -2.96660 2.55954 2.151 -1.437 8.094
H -3.82525 4.60509 -0.79711 0.395 0.618 0.027
H -3.43664 0.78934 5.04824 0.442 -0.434 -2.632
O -1.73677 -3.26521 2.00943 -0.550 -0.514 1.350
C 3.20341 1.14595 -0.46604 0.398 0.670 0.684
H -3.64248 -2.55936 0.01952 -0.564 0.713 -0.936
H -1.63838 3.98714 -0.13685 -0.042 -1.771 0.346
H -3.02314 -2.22082 1.81402 0.252 0.001 0.547
H -2.46923 2.93003 -2.06278 0.038 0.130 0.231
H 1.30755 1.75513 -2.60046 0.639 -0.766 0.049
C 1.97462 -0.12639 -4.96383 3.459 1.571 -1.125
H -1.27835 -4.21406 0.26907 -0.496 0.279 -0.717
C -2.06721 -1.08780 -3.04038 -1.344 0.578 0.055
H 3.22288 -1.10546 -3.61377 1.205 0.445 1.148
H -3.17801 0.25405 1.56748 0.607 1.225 0.925
H -4.06021 3.40694 0.52377 -0.090 0.176 -0.488
C -5.28690 -1.00936 -0.04212 1.360 -0.341 0.835
C 0.02041 0.23698 0.14217 0.282 0.732 -1.612
H -0.73754 0.87035 5.12148 0.083 0.520 0.122
H -2.45810 1.87032 1.27480 0.188 -0.308 0.611
H 2.78489 -0.23507 -5.77312 -1.493 -0.011 0.835
H -0.78636 3.34149 -4.03726 -0.486 0.058 -0.124
C 1.59171 -4.17055 -2.21975 0.470 -0.774 0.660
O 2.52882 -2.48921 -0.69083 0.464 -0.786 -0.569
O 1.23175 5.67579 1.98019 1.736 2.046 -0.282
H 0.15606 -1.22683 3.88995 -0.245 0.217 -0.225
H -0.46797 1.61992 -2.38079 0.525 0.138 0.235
C 1.02111 4.37550 2.50316 0.296 1.095 -1.699
H 2.17128 5.97272 2.16095 -1.753 -0.667 -0.414
H 0.43707 -0.80791 -3.23878 -0.515 0.329 -0.132
N -3.36319 0.58161 3.99546 -0.881 -0.187 4.184
H 1.71909 -1.92161 3.02056 1.399 -0.861 -1.738
H 2.36888 0.56332 1.50321 -0.405 -0.649 -0.611
H 0.46445 3.11163 -1.91172 -0.278 -0.692 -0.492
H 3.45762 -4.32524 -0.99182 -0.616 0.393 -0.413
H -0.72115 -2.34009 -1.96449 -0.535 -0.272 -0.431
C 3.29893 0.52049 0.93713 0.882 -0.291 -0.530
H -6.02748 -1.58444 0.51603 0.125 0.036 -0.145
H 2.04272 -2.18575 1.24557 0.132 -0.127 0.885
H -1.29752 -2.35917 0.26693 -0.255 0.206 -0.494
H -1.58668 0.41411 -4.08211 0.254 0.409 -0.256
C 0.37905 2.26979 -2.64834 -0.371 1.424 1.902
H 0.92136 1.10128 5.79728 -0.407 -0.193 -0.002
H 0.89087 3.27855 0.50049 0.169 1.318 0.205
H 4.00412 1.15691 2.63757 0.219 0.035 -0.549
O -1.75177 2.99206 -0.07997 0.769 0.564 -0.860
O -3.62833 -1.48560 1.63069 -0.451 0.922 0.441
C -1.07854 -3.27235 0.78034 1.091 -1.091 0.160
H 2.56937 2.02976 -0.43328 0.563 0.543 0.247
H 1.00589 -0.18088 -5.31478 -1.958 -0.244 -1.211
H 2.69879 -0.37074 4.56640 0.635 0.226 -0.120
H 2.17498 -1.81934 -1.27835 -0.397 0.639 -0.216
H 2.62414 0.58827 -1.15330 -0.253 -1.393 -0.727
H -2.99962 -1.16637 -3.58825 -0.308 -0.095 -0.305
H -4.81503 3.21606 -1.10998 -0.120 0.323 0.449
C -1.58990 -2.40846 -2.65123 0.293 -0.979 0.986
H 4.80418 -4.07454 1.66765 -0.787 0.585 0.230
H 3.57768 -3.44984 0.60673 0.254 0.208 0.939
H 2.13257 0.87862 -4.57742 -0.033 0.207 0.062
C 0.13419 2.76999 -4.00555 -0.015 0.842 -0.567
H -2.42887 -2.96333 -2.19896 0.469 0.175 0.115
H 1.23403 -3.52722 -3.03579 0.006 -0.281 0.422
H 2.09203 -2.09406 -4.32599 -0.113 -0.631 -0.339
O 3.75156 -3.09298 3.85351 -1.080 0.483 -5.716
N 2.26969 -2.37314 2.22868 -4.877 3.243 0.713
H 0.05088 1.87637 -4.57698 -0.275 -0.620 -1.262
H 1.07952 0.36256 3.50681 -0.992 -0.917 0.170
```
Positions in Å, forces in eV/Å.

(2)
This record from OMol25 describes a 14-piece molecular cluster, C22H72N10O14 overall at a distorted geometry. The level of theory is ωB97M-V/def2-TZVPD.

Summary:
HOMO energy (eV): -8.5
LUMO (hartree): -0.0015
Energy relative to the best compared isomer or geometry (same formula, charge and spin) (kcal per mole): 138.8
2S+1: 1
Maximum force (eV Å⁻¹): 11.3
HOMO-LUMO gap (Eh): 0.312
Electronic energy (Eh): -2482.15316

Structure (XYZ):
```
118
Properties=species:S:1:pos:R:3:forces:R:3
C -0.03903 -3.18133 1.14567 -8.497 0.344 -3.749
H -2.86405 -4.55707 -1.22240 -0.202 -0.410 -1.827
H -3.17569 1.22779 0.31506 -0.660 -2.125 0.504
H -1.11028 0.03044 -5.88353 -0.375 -0.104 0.249
H 0.62246 -1.87826 -2.82303 0.354 0.619 0.528
C -2.83408 2.46344 -1.20053 1.978 6.762 1.568
H 1.76749 0.39100 -2.94806 -0.622 -0.025 0.345
C 1.42011 -2.50492 -2.42905 -0.155 -2.296 1.240
H 3.34371 4.02134 1.93561 -1.375 1.412 -1.101
C 4.36258 -1.71451 0.81432 1.658 3.087 -2.104
H 0.99839 1.22726 -0.00104 0.575 1.076 0.336
C 1.53643 3.26033 -1.63412 -1.622 -0.217 -1.792
H -0.51880 -1.23792 -4.84682 0.595 0.466 0.185
H 5.74737 -2.37927 -0.76345 -0.376 -0.315 -0.303
H -2.07161 3.02686 3.81578 1.175 0.183 -0.599
H -1.07329 -0.82946 0.17048 -0.821 -1.720 -0.002
H -3.15572 -1.25369 2.01769 0.200 0.744 1.071
O -0.81461 -3.58177 0.07753 3.343 1.241 4.633
C 2.53784 -2.78837 -3.39929 0.611 1.013 -0.506
O 4.72004 1.14255 2.63116 -4.660 5.228 -1.918
H -5.13092 1.17767 3.58114 0.412 -0.930 -0.367
H 2.52754 -3.69316 -4.00807 -0.694 -0.143 0.208
C 2.79680 0.60508 -3.17533 -0.449 -1.093 -0.942
H 4.18921 -0.77245 0.23779 -0.300 -0.682 -0.030
H 0.04970 0.28870 3.06684 0.494 -0.188 0.485
H 5.74757 -3.26916 0.77331 0.515 -1.089 0.313
C -3.17077 -4.21053 -2.26515 -1.860 1.542 2.669
H -4.17322 -3.80125 0.86920 0.707 0.822 -0.178
C -4.56443 0.49159 2.88372 -0.874 0.930 1.904
H -3.18827 0.06624 4.50489 0.201 -0.151 1.484
H 3.52215 -2.31104 0.77018 -1.758 -1.666 -0.857
C -3.18138 0.06070 3.45649 -2.642 0.153 -2.058
H 1.97521 5.26086 -1.89988 0.520 0.417 -0.101
H 1.56209 4.77010 0.29784 -1.353 0.000 0.402
O 3.65702 -0.16765 -2.35388 -0.450 0.960 -0.564
O -2.51092 -2.46770 -3.83573 -1.061 -1.288 -1.529
N -3.06359 2.15652 0.06704 0.786 2.149 1.557
H -2.52860 -2.17732 -1.91847 0.373 -0.616 0.940
O 2.44703 4.62921 0.01314 1.954 0.256 -0.218
H 2.85230 0.41172 -4.25506 0.522 -0.530 -0.068
H 0.51226 -0.94734 4.32842 -0.651 -0.003 -0.186
H -0.01765 -1.75867 2.62959 -0.460 -0.604 -0.377
C 3.76127 2.12829 2.21143 1.893 -8.740 0.966
N -3.51728 1.70385 -2.01478 0.031 1.002 -5.619
H 1.63508 -3.65377 0.29919 -0.500 0.583 1.845
H 2.49540 -1.93733 -4.10063 0.750 -0.211 -0.069
H -1.52761 4.83929 0.78307 -1.996 -2.279 1.587
H -0.16051 1.22332 -3.26589 0.660 -0.205 -0.338
H 1.68969 2.30232 3.27757 -0.077 -0.362 0.816
H 4.83638 3.59475 2.63623 -0.054 0.571 0.066
H -3.51596 2.18235 -2.97128 -0.381 -1.685 1.557
H -2.90605 4.31951 1.85279 0.362 0.174 0.512
O 1.42026 2.17432 4.22531 -0.038 0.707 0.487
C -0.79277 0.17277 0.23108 1.260 0.147 -0.359
O 1.46680 -0.50873 0.96797 -0.562 -0.326 -0.609
N 3.89406 3.35592 2.36716 4.913 4.106 2.206
H 1.43018 3.04248 -2.71852 -0.304 0.481 0.430
N 1.22418 -3.21450 1.17881 7.577 -2.859 -1.577
C -2.33060 -3.04363 -2.55809 1.905 1.843 -0.412
N -1.14497 3.07350 3.35416 -0.881 -1.090 0.781
H 0.95884 -0.11194 -1.04252 -0.381 -0.132 0.699
O 3.73222 -2.83027 -2.60799 -0.937 -0.297 0.449
O -2.20674 3.63089 -1.51807 -2.675 -5.429 0.546
H 2.04625 2.41680 -1.30518 0.467 -1.762 1.122
H 6.44854 -1.66227 0.62084 0.119 -0.009 0.302
H -1.58111 1.47760 -4.19016 0.115 0.366 -0.371
N -1.97943 4.12597 1.50602 1.662 3.649 -3.152
H -2.12265 -1.59398 -3.82880 -0.060 0.336 0.462
H -1.66982 -2.31495 2.14795 3.504 -0.328 0.312
H 0.51320 3.38029 -1.17896 1.045 -0.109 -0.410
H 2.88855 1.65689 -3.14946 0.812 1.012 0.811
H 1.86806 -2.36624 -1.38514 -0.750 0.863 -1.540
H 3.45534 4.23818 -1.74279 -0.075 0.077 0.105
C -4.40455 -1.83688 0.53810 6.944 5.077 -2.845
H 0.91722 -3.45133 -2.27258 -0.444 -0.353 0.175
O -1.64956 -0.07636 -2.96501 -0.913 -1.287 1.275
H -2.31159 0.50580 -2.56399 0.302 -0.328 0.065
H -2.68303 -2.90949 0.45132 -1.096 -0.338 -0.088
H 4.48227 -2.69148 -3.15833 1.026 0.172 -0.677
H -3.23951 -4.82861 -3.10011 0.459 -1.853 -0.951
H -2.46370 0.73632 3.05722 0.976 0.655 -0.066
H 1.83037 -3.31506 2.04572 -1.387 0.400 -1.504
H -1.23940 0.65016 -0.61311 -0.384 0.469 -0.226
C -0.48308 -0.14986 -5.00483 -1.416 -0.218 -0.507
H -0.34631 2.54749 3.73483 -0.129 0.259 0.282
H -0.55992 0.42151 4.68533 -0.549 0.184 0.749
N -5.61323 -2.01170 0.71367 -11.171 1.505 0.858
H -3.91300 0.80517 -1.81771 -0.520 -0.049 0.410
N -0.57713 -2.45277 2.12216 -3.591 0.246 0.931
H -6.12144 -2.95032 0.84359 1.487 2.301 -0.309
C -0.91776 0.68538 -3.83829 -0.495 1.356 -0.348
H 2.41642 0.42657 4.00139 0.293 -0.461 -0.291
H -4.21439 -3.83931 -2.14137 0.318 -0.221 0.018
H 1.81603 0.60532 5.58766 -0.220 0.514 0.507
C 1.56389 0.79321 4.55409 0.050 0.921 -1.345
O -2.97924 -1.22760 2.99186 0.690 -1.670 -0.718
N 2.53699 1.86057 1.74603 -2.334 -0.768 -1.845
H 4.58377 -0.46278 2.34616 -0.029 1.083 -0.397
H -2.67620 2.82072 0.75582 -0.069 -1.073 -1.101
C 2.43275 4.40308 -1.40396 -0.845 1.062 0.650
O 4.52729 -1.39364 2.10546 -0.028 -1.181 3.596
H -6.25006 -1.12948 0.65128 1.552 -2.474 0.116
H 3.21235 -1.02481 -2.29047 0.717 0.131 0.369
N -3.71723 -2.90198 0.66356 4.241 -4.235 0.361
C 5.64152 -2.32039 0.31322 0.203 0.482 -0.642
C -0.98143 3.48577 2.10414 5.671 -0.200 -0.223
H -4.42013 1.10670 2.04403 0.181 0.598 -1.351
C 0.30126 0.11686 4.13465 0.475 -1.440 -0.607
H 1.42650 -1.48622 0.80416 0.134 1.352 0.057
H 0.41483 0.25826 -5.31121 2.457 0.038 -0.703
H -1.11605 0.58212 1.18053 0.095 0.293 0.113
H 1.87376 2.50383 1.17741 2.114 -0.772 1.669
C 0.69550 0.21947 -0.01030 0.111 -1.138 -0.353
H 2.18449 0.91857 1.70936 0.686 -0.605 -0.126
H -5.21828 -0.34604 2.56479 0.564 0.430 0.679
O 0.25211 3.36998 1.54301 -5.567 0.895 1.730
H -1.27252 -3.35267 -2.52676 -0.262 0.183 0.611
O -3.75776 -0.69236 0.22620 -2.760 -3.248 1.152
```
Positions in Å, forces in eV/Å.